C16H33NO7S | the ωB97M-V functional and the def2-TZVPD basis

Each line ends with the natural charge from an NBO analysis.
Atoms and positions in Å:
O -2.1417 0.8585 -0.5441  -0.545
C -2.6867 -0.0587 -0.1026  0.892
O -4.0152 -0.1659 -0.2692  -0.687
N -2.0517 -1.0848 0.6083  -0.894
S -1.7317 -2.5472 -0.1501  0.191
H -4.3800 -0.4609 0.5779  0.488
H -1.7803 -0.9286 1.5665  0.426
H -0.6773 -2.3201 -0.9764  0.126
C -3.5925 2.9627 2.2884  -0.718
C -2.5259 2.5302 3.2599  0.608
O -2.1133 1.3920 3.2744  -0.564
C -1.9902 3.5746 4.2079  -0.723
H -3.8842 2.1169 1.6703  0.233
H -4.4674 3.3272 2.8293  0.230
H -3.2076 3.7504 1.6390  0.237
H -2.7968 3.9608 4.8327  0.232
H -1.5439 4.3954 3.6444  0.232
H -1.2305 3.1295 4.8468  0.236
C -2.9774 -7.3028 -2.4798  -0.720
C -1.9996 -6.5006 -1.6532  0.594
O -1.4818 -5.4980 -2.0836  -0.535
C -1.6992 -7.0087 -0.2632  -0.722
H -3.1025 -6.8296 -3.4511  0.234
H -2.6013 -8.3169 -2.6245  0.227
H -3.9453 -7.3440 -1.9777  0.227
H -1.2696 -8.0106 -0.3157  0.226
H -2.6146 -7.0379 0.3302  0.227
H -0.9870 -6.3425 0.2185  0.242
C 3.1944 0.6654 2.1415  -0.722
C 1.8535 0.1402 2.5895  0.596
O 1.6262 -1.0475 2.6604  -0.553
C 0.8006 1.1604 2.9360  -0.727
H 3.8557 -0.1706 1.9220  0.231
H 3.0785 1.2659 1.2447  0.248
H 3.6413 1.2733 2.9295  0.224
H 0.5851 1.7828 2.0647  0.224
H 1.1440 1.7875 3.7620  0.218
H -0.1015 0.6504 3.2347  0.254
C -0.1130 -1.0178 -4.7425  -0.723
C 0.7342 -1.0105 -3.4936  0.601
O 0.8749 -2.0039 -2.8197  -0.544
C 1.3955 0.2947 -3.1196  -0.725
H -0.5275 -2.0124 -4.8911  0.240
H -0.9315 -0.3032 -4.6416  0.232
H 0.4955 -0.7526 -5.6089  0.225
H 0.6369 1.0615 -2.9522  0.235
H 2.0678 0.6154 -3.9176  0.224
H 1.9695 0.1586 -2.2051  0.236
C 3.5309 3.7859 -1.4777  -0.722
C 4.3845 3.8209 -0.2325  0.600
O 4.5054 2.8492 0.4777  -0.547
C 5.0792 5.1228 0.0855  -0.721
H 3.0914 2.7967 -1.5884  0.236
H 2.7301 4.5233 -1.4031  0.230
H 4.1416 4.0027 -2.3554  0.231
H 4.3425 5.9156 0.2247  0.229
H 5.7537 5.3947 -0.7278  0.231
H 5.6559 5.0108 1.0008  0.236

Output
SMILES: O=C(O)NS.CC(C)=O.CC(C)=O.CC(C)=O.CC(C)=O.CC(C)=O
calculated total energy: -43784.0622 eV
orbital gap: 9.27 eV
F_max: 4.503 eV/A
HOMO: -8.74 eV
spin multiplicity: 1
net charge: 0